A structure of composition C16H28InN2O7 at a distorted geometry. Source: the OMol25 dataset; level of theory: the ωB97M-V functional and the def2-TZVPD basis.

Positions of all 54 atoms, in Å:
In (-17.729, -18.728, -7.638)
C (-20.432, -22.150, -1.904)
C (-19.431, -21.669, -2.881)
C (-18.325, -22.763, -3.241)
O (-17.572, -22.465, -4.140)
C (-18.371, -24.093, -2.650)
C (-19.292, -24.423, -1.740)
C (-20.386, -23.374, -1.294)
O (-21.236, -23.558, -0.327)
O (-19.125, -25.610, -1.162)
O (-19.422, -20.646, -3.500)
H (-21.121, -21.430, -1.488)
H (-17.638, -24.812, -2.986)
C (-19.501, -24.472, -10.589)
C (-19.655, -23.182, -9.851)
C (-20.956, -23.111, -8.975)
O (-20.903, -21.895, -8.131)
C (-22.107, -21.751, -7.368)
N (-18.409, -22.702, -9.203)
H (-19.978, -24.501, -11.569)
H (-19.977, -25.335, -10.125)
H (-18.484, -24.809, -10.789)
H (-19.935, -22.495, -10.649)
H (-21.125, -23.963, -8.316)
H (-21.738, -23.135, -9.734)
H (-22.167, -22.521, -6.599)
H (-23.059, -21.916, -7.874)
H (-22.138, -20.828, -6.788)
H (-18.299, -23.341, -8.429)
H (-17.794, -23.141, -9.874)
C (-17.708, -14.775, -10.046)
O (-16.697, -15.216, -9.091)
C (-15.575, -14.404, -9.158)
C (-14.276, -15.169, -8.677)
N (-14.375, -16.609, -8.999)
C (-13.131, -17.378, -8.702)
C (-13.195, -18.897, -9.147)
O (-14.258, -19.533, -8.443)
C (-13.898, -20.950, -8.319)
H (-18.710, -15.116, -9.785)
H (-17.485, -14.980, -11.093)
H (-17.923, -13.710, -9.960)
H (-15.715, -13.555, -8.489)
H (-15.485, -14.023, -10.175)
H (-14.319, -14.948, -7.610)
H (-13.438, -14.579, -9.047)
H (-14.534, -16.689, -9.993)
H (-13.051, -17.452, -7.617)
H (-12.254, -17.006, -9.232)
H (-12.265, -19.464, -9.146)
H (-13.487, -18.878, -10.197)
H (-13.788, -21.584, -9.198)
H (-14.669, -21.537, -7.819)
H (-13.029, -21.076, -7.673)

Results
Maximum force ... 7.60 eV/Å
Electronic energy ... -1452.1988 a.u.
Charge ... +1
HOMO-LUMO gap ... 4.7510 eV
Energy relative to the best compared isomer or geometry (same formula, charge and spin) ... 111.3 kcal per mole

Want to see where the charge sits? The natural (NBO) charges in e are: 0.959, -0.092, 0.404, 0.367, -0.461, -0.072, 0.293, 0.315, -0.407, -0.398, -0.459, 0.253, 0.260, -0.651, -0.083, -0.061, -0.549, -0.261, -0.807, 0.228, 0.217, 0.218, 0.182, 0.168, 0.183, 0.162, 0.181, 0.191, 0.345, 0.350, -0.274, -0.556, -0.052, -0.243, -0.629, -0.235, -0.069, -0.563, -0.282, 0.190, 0.184, 0.185, 0.173, 0.163, 0.193, 0.186, 0.351, 0.201, 0.183, 0.196, 0.160, 0.187, 0.189, 0.186

A structure of composition C16H28MnN8O4Te. Source: the OMol25 dataset; level of theory: the ωB97M-V functional and the def2-TZVPD basis.

Positions of all 58 atoms, in Å:
Mn (0.567, -1.766, 0.139)
N (3.572, -2.700, 0.260)
N (3.929, -2.443, 1.571)
C (3.005, -1.974, 2.449)
N (3.378, -1.800, 3.720)
N (1.808, -1.708, 1.938)
N (0.879, -1.078, 2.687)
O (-0.140, -0.824, 2.011)
O (1.003, -0.772, 3.859)
H (3.579, -3.688, 0.042)
H (4.087, -2.126, -0.394)
H (4.814, -2.769, 1.934)
H (4.347, -1.902, 3.969)
H (2.735, -1.348, 4.353)
C (-0.121, 6.078, 0.188)
C (0.285, 4.680, -0.162)
C (0.116, 4.175, -1.439)
C (0.492, 2.879, -1.775)
C (0.259, 2.424, -3.185)
C (1.065, 2.045, -0.807)
Te (1.674, 0.079, -1.374)
C (1.242, 2.546, 0.488)
C (1.878, 1.725, 1.565)
C (0.850, 3.842, 0.791)
H (-0.596, 6.574, -0.658)
H (0.740, 6.679, 0.486)
H (-0.826, 6.088, 1.021)
H (-0.328, 4.804, -2.201)
H (-0.277, 3.188, -3.746)
H (-0.313, 1.495, -3.214)
H (1.198, 2.214, -3.697)
H (1.591, 0.681, 1.449)
H (1.589, 2.081, 2.554)
H (2.967, 1.763, 1.487)
H (0.991, 4.207, 1.803)
C (-1.908, -0.299, -0.525)
C (-3.393, -0.198, -0.931)
N (-3.945, -1.512, -1.218)
C (-3.156, -2.119, -2.276)
C (-1.685, -2.293, -1.843)
N (-1.471, -1.730, -0.479)
C (-2.376, -2.458, 0.451)
C (-3.843, -2.334, -0.026)
H (-1.734, 0.135, 0.458)
H (-1.248, 0.211, -1.226)
H (-3.508, 0.421, -1.822)
H (-3.986, 0.257, -0.135)
H (-3.229, -1.485, -3.162)
H (-3.602, -3.085, -2.524)
H (-0.987, -1.783, -2.509)
H (-1.406, -3.347, -1.814)
H (-2.245, -2.030, 1.445)
H (-2.043, -3.495, 0.486)
H (-4.462, -1.883, 0.753)
H (-4.260, -3.318, -0.252)
O (0.449, -3.782, 0.670)
N (0.908, -4.122, -0.456)
O (1.090, -3.099, -1.176)

Results
Maximum force ... 0.96 eV/Å
Electronic energy ... -2784.2885 a.u.
Charge ... 0
Multiplicity ... 2
HOMO-LUMO gap (spin up / spin down) ... 5.8732 / 5.8988 eV
⟨S²⟩ ... 0.909

Want to see where the charge sits? The natural (NBO) charges in e are: 0.913, -0.641, -0.398, 0.656, -0.770, -0.461, 0.633, -0.411, -0.408, 0.376, 0.392, 0.378, 0.404, 0.451, -0.623, -0.019, -0.222, -0.075, -0.631, -0.130, -0.237, -0.065, -0.626, -0.223, 0.211, 0.215, 0.214, 0.197, 0.204, 0.221, 0.226, 0.186, 0.209, 0.215, 0.196, -0.276, -0.248, -0.410, -0.249, -0.255, -0.466, -0.260, -0.246, 0.217, 0.235, 0.204, 0.201, 0.204, 0.201, 0.228, 0.206, 0.212, 0.218, 0.202, 0.201, -0.512, 0.314, -0.481

An isolated molecule of C16H28N2OS. Source: the OMol25 dataset; level of theory: the ωB97M-V functional and the def2-TZVPD basis.

Positions of all 48 atoms, in Å:
C (0.765, -1.279, -3.153)
C (0.991, -2.736, -2.759)
C (2.485, -3.044, -2.712)
C (0.281, -3.091, -1.443)
C (0.885, -2.501, -0.163)
N (0.827, -1.051, -0.114)
C (1.901, -0.425, 0.629)
C (1.894, 1.080, 0.365)
N (0.606, 1.630, 0.732)
C (0.555, 3.078, 0.663)
C (-0.678, 3.579, 1.335)
C (-1.604, 4.466, 0.883)
C (-2.654, 4.689, 1.805)
C (-2.510, 3.962, 2.940)
S (-1.088, 2.992, 2.913)
C (-0.431, 1.002, -0.061)
C (-0.465, -0.496, 0.254)
C (-0.876, -0.700, 1.729)
C (-2.392, -0.777, 1.908)
O (-2.936, -2.008, 1.490)
H (1.257, -1.064, -4.100)
H (-0.298, -1.073, -3.266)
H (1.164, -0.624, -2.386)
H (0.542, -3.371, -3.534)
H (2.661, -4.054, -2.345)
H (3.002, -2.340, -2.065)
H (2.915, -2.964, -3.708)
H (-0.766, -2.792, -1.528)
H (0.297, -4.178, -1.327)
H (1.933, -2.797, -0.102)
H (0.371, -2.965, 0.695)
H (1.825, -0.599, 1.714)
H (2.853, -0.838, 0.283)
H (2.118, 1.261, -0.702)
H (2.669, 1.558, 0.969)
H (0.580, 3.454, -0.377)
H (1.438, 3.465, 1.183)
H (-1.542, 4.948, -0.076)
H (-3.475, 5.358, 1.622)
H (-3.152, 3.928, 3.797)
H (-0.252, 1.144, -1.142)
H (-1.391, 1.455, 0.192)
H (-1.206, -0.963, -0.405)
H (-0.488, 0.132, 2.317)
H (-0.446, -1.626, 2.116)
H (-2.877, 0.055, 1.374)
H (-2.647, -0.697, 2.967)
H (-2.642, -2.185, 0.589)

Results
Maximum force ... 0.54 eV/Å
Electronic energy ... -1209.3813 a.u.
Charge ... 0
SMILES ... CC(C)CCN1CCN(Cc2cccs2)C[C@@H]1CCO
HOMO-LUMO gap ... 9.0550 eV
Energy relative to the best compared isomer or geometry (same formula, charge and spin) ... 2.1 kcal per mole

Want to see where the charge sits? The natural (NBO) charges in e are: -0.616, -0.210, -0.609, -0.394, -0.214, -0.471, -0.214, -0.220, -0.448, -0.247, -0.192, -0.258, -0.259, -0.411, 0.433, -0.229, -0.047, -0.466, -0.056, -0.716, 0.201, 0.199, 0.226, 0.194, 0.204, 0.198, 0.211, 0.191, 0.208, 0.200, 0.176, 0.172, 0.203, 0.165, 0.202, 0.181, 0.213, 0.221, 0.223, 0.234, 0.179, 0.214, 0.190, 0.234, 0.210, 0.153, 0.183, 0.458

A structure of composition C16H28N4 at a distorted geometry. Source: the OMol25 dataset; level of theory: the ωB97M-V functional and the def2-TZVPD basis.

Positions of all 48 atoms, in Å:
C (0.449, -5.825, 2.699)
C (0.089, -4.937, 1.441)
C (0.647, -3.514, 1.463)
C (2.045, -3.186, 1.521)
N (3.222, -2.943, 1.584)
H (1.514, -5.986, 2.862)
H (0.090, -6.847, 2.577)
H (-0.088, -5.603, 3.622)
H (-0.992, -4.829, 1.359)
H (0.390, -5.493, 0.553)
H (0.286, -3.038, 2.375)
H (0.418, -2.899, 0.593)
C (-1.666, 0.436, -1.974)
C (-2.392, 1.798, -1.801)
C (-2.241, 2.739, -3.012)
C (-3.202, 3.867, -3.001)
N (-3.989, 4.707, -3.066)
H (-1.846, -0.368, -1.262)
H (-0.588, 0.577, -1.896)
H (-1.786, 0.123, -3.011)
H (-2.270, 2.259, -0.821)
H (-3.426, 1.533, -1.579)
H (-2.584, 2.089, -3.817)
H (-1.247, 3.148, -3.192)
C (2.232, 3.324, -0.224)
C (0.785, 2.864, 0.054)
C (-0.152, 2.962, -1.192)
C (0.111, 4.049, -2.071)
N (0.310, 4.924, -2.791)
H (2.594, 3.506, 0.788)
H (2.246, 4.277, -0.753)
H (2.891, 2.617, -0.729)
H (0.364, 3.278, 0.970)
H (0.947, 1.817, 0.313)
H (-1.141, 3.217, -0.813)
H (-0.334, 1.981, -1.630)
C (1.374, -0.653, 2.501)
C (0.688, -1.293, 1.309)
C (0.572, -0.362, 0.156)
C (-0.553, 0.565, 0.061)
N (-1.467, 1.249, -0.053)
H (0.914, 0.301, 2.761)
H (2.371, -0.439, 2.115)
H (1.496, -1.335, 3.342)
H (-0.302, -1.729, 1.447)
H (1.347, -2.119, 1.043)
H (0.355, -0.930, -0.748)
H (1.520, 0.124, -0.073)

Results
Maximum force ... 9.63 eV/Å
Electronic energy ... -845.0235 a.u.
Charge ... 0
HOMO-LUMO gap ... 9.6510 eV
Energy relative to the best compared isomer or geometry (same formula, charge and spin) ... 267.0 kcal per mole

Want to see where the charge sits? The natural (NBO) charges in e are: -0.631, -0.389, -0.480, 0.209, -0.294, 0.220, 0.220, 0.213, 0.214, 0.215, 0.243, 0.245, -0.571, -0.444, -0.532, 0.296, -0.332, 0.215, 0.165, 0.200, 0.290, 0.240, 0.249, 0.262, -0.624, -0.359, -0.578, 0.278, -0.324, 0.214, 0.220, 0.206, 0.218, 0.197, 0.267, 0.266, -0.619, -0.334, -0.520, 0.365, -0.436, 0.219, 0.223, 0.221, 0.197, 0.183, 0.240, 0.255